Molecular formula: C2H7N3O2
Method: DFT, ωB97M-V with the def2-TZVPD basis set

Calculated values
Energy relative to the best compared isomer or geometry (same formula, charge and spin) ... 83.2 kcal per mole
Kohn-Sham gap ... 10.60 eV

Atoms and positions in Å:
C  1.89  0.28  -0.60
N  -1.36  -0.56  0.59
N  0.60  -0.22  -0.19
C  -0.37  0.58  0.25
N  -2.68  -0.45  0.04
O  2.85  0.24  0.44
O  -0.64  1.75  0.27
H  2.95  -0.68  0.72
H  -1.44  -0.69  1.60
H  -0.29  -1.15  0.08
H  -2.95  0.53  0.10
H  -2.60  -0.68  -0.94
H  1.81  1.33  -0.89
H  2.22  -0.31  -1.46

Here are the natural (NBO) charges for atoms 1 to 8, given in e: 0.09 -0.53 -0.72 0.75 -0.64 -0.71 -0.61 0.46